[1]
{"formula": "C62H141N5O12", "method": "wB97M-V/def2-TZVPD", "species": ["C", "C", "C", "C", "C", "C", "C", "C", "C", "N", "O", "H", "H", "H", "H", "H", "H", "H", "H", "H", "H", "H", "H", "H", "H", "H", "H", "H", "H", "H", "C", "C", "C", "C", "C", "C", "C", "C", "C", "N", "O", "H", "H", "H", "H", "H", "H", "H", "H", "H", "H", "H", "H", "H", "H", "H", "H", "H", "H", "H", "C", "C", "C", "C", "C", "C", "C", "C", "C", "N", "O", "H", "H", "H", "H", "H", "H", "H", "H", "H", "H", "H", "H", "H", "H", "H", "H", "H", "H", "H", "C", "C", "C", "C", "C", "C", "C", "C", "C", "N", "O", "H", "H", "H", "H", "H", "H", "H", "H", "H", "H", "H", "H", "H", "H", "H", "H", "H", "H", "H", "C", "C", "C", "C", "C", "C", "C", "C", "C", "N", "O", "H", "H", "H", "H", "H", "H", "H", "H", "H", "H", "H", "H", "H", "H", "H", "H", "H", "H", "H", "C", "C", "C", "O", "H", "H", "H", "H", "H", "H", "H", "H", "C", "C", "C", "O", "H", "H", "H", "H", "H", "H", "H", "H", "C", "C", "C", "O", "H", "H", "H", "H", "H", "H", "H", "H", "C", "C", "C", "O", "H", "H", "H", "H", "H", "H", "H", "H", "C", "C", "C", "O", "H", "H", "H", "H", "H", "H", "H", "H", "O", "C", "C", "O", "H", "H", "H", "H", "H", "H"], "coordinates": [[3.764, -1.388, 2.069], [3.480, -2.779, 2.639], [1.995, -2.938, 2.874], [4.012, -3.821, 1.646], [5.536, -3.860, 1.670], [6.068, -4.203, 3.037], [5.584, -3.184, 4.074], [5.877, -3.623, 5.472], [6.317, -1.875, 3.764], [4.113, -2.998, 4.007], [3.721, -1.991, 4.846], [3.676, -0.585, 2.801], [4.708, -1.358, 1.535], [2.928, -1.141, 1.419], [1.642, -2.063, 3.428], [1.462, -2.916, 1.918], [1.745, -3.880, 3.373], [3.647, -4.835, 1.881], [3.647, -3.618, 0.625], [5.822, -4.666, 0.993], [5.966, -2.914, 1.359], [7.168, -4.317, 3.065], [5.685, -5.191, 3.344], [5.501, -2.924, 6.204], [6.942, -3.867, 5.649], [5.344, -4.571, 5.605], [6.005, -0.984, 4.293], [6.245, -1.606, 2.733], [7.380, -2.040, 3.956], [4.216, -1.176, 4.606], [-4.328, -3.534, -1.703], [-3.238, -4.540, -1.339], [-3.736, -5.298, -0.129], [-2.924, -5.506, -2.483], [-1.734, -6.356, -2.104], [-0.504, -5.482, -1.922], [-0.711, -4.488, -0.736], [-0.696, -5.216, 0.580], [0.379, -3.384, -0.741], [-1.994, -3.647, -1.003], [-2.261, -2.868, 0.100], [-4.696, -2.926, -0.891], [-3.910, -2.834, -2.419], [-5.134, -4.073, -2.212], [-4.774, -5.568, -0.301], [-3.208, -6.221, 0.055], [-3.716, -4.691, 0.783], [-3.779, -6.121, -2.762], [-2.726, -4.953, -3.428], [-1.958, -6.964, -1.224], [-1.541, -7.003, -2.959], [-0.345, -4.920, -2.852], [0.405, -6.064, -1.723], [-1.330, -6.096, 0.663], [-0.861, -4.578, 1.455], [0.330, -5.607, 0.655], [0.303, -2.888, 0.236], [0.137, -2.653, -1.517], [1.415, -3.680, -0.979], [-2.027, -1.966, -0.138], [4.240, -0.640, -1.569], [5.574, -0.234, -2.116], [6.548, -1.420, -2.045], [5.449, 0.313, -3.536], [6.740, 1.024, -3.975], [7.040, 2.170, -3.015], [7.229, 1.708, -1.555], [8.552, 0.968, -1.464], [7.242, 2.874, -0.546], [6.047, 0.878, -1.159], [6.331, 0.301, 0.099], [4.343, -0.924, -0.531], [3.540, 0.190, -1.626], [3.838, -1.525, -2.055], [6.919, -1.611, -1.052], [6.107, -2.323, -2.459], [7.452, -1.210, -2.614], [5.269, -0.595, -4.131], [4.611, 0.994, -3.683], [7.591, 0.323, -4.032], [6.586, 1.523, -4.926], [6.205, 2.882, -3.091], [8.046, 2.585, -3.251], [9.374, 1.672, -1.553], [8.699, 0.265, -2.276], [8.625, 0.378, -0.566], [7.441, 2.540, 0.471], [6.297, 3.411, -0.605], [8.042, 3.583, -0.758], [5.719, 0.726, 0.721], [-7.772, 1.079, -1.069], [-6.224, 1.001, -1.159], [-5.797, -0.478, -1.032], [-5.772, 1.557, -2.509], [-5.960, 3.078, -2.594], [-5.099, 3.755, -1.491], [-5.503, 3.209, -0.091], [-4.469, 3.726, 0.920], [-6.864, 3.745, 0.307], [-5.471, 1.725, -0.091], [-5.902, 1.292, 1.162], [-8.148, 0.213, -1.622], [-8.089, 0.997, -0.044], [-8.261, 1.874, -1.614], [-6.225, -1.002, -1.898], [-4.719, -0.557, -1.225], [-6.076, -0.893, -0.067], [-4.746, 1.256, -2.708], [-6.430, 1.059, -3.191], [-5.655, 3.550, -3.541], [-7.026, 3.317, -2.549], [-5.202, 4.875, -1.439], [-4.025, 3.520, -1.651], [-4.739, 3.547, 1.952], [-4.410, 4.802, 0.729], [-3.468, 3.290, 0.775], [-7.652, 3.569, -0.421], [-6.865, 4.805, 0.606], [-7.125, 3.189, 1.201], [-5.200, 0.695, 1.492], [-2.059, 0.855, 3.316], [-2.634, -0.459, 3.891], [-1.636, -1.565, 3.430], [-2.714, -0.442, 5.400], [-3.529, -1.565, 5.995], [-4.905, -1.570, 5.340], [-4.868, -1.755, 3.826], [-4.431, -3.180, 3.487], [-6.225, -1.468, 3.120], [-4.002, -0.637, 3.271], [-3.922, -0.624, 1.868], [-2.838, 1.622, 3.444], [-1.159, 1.166, 3.866], [-1.727, 0.755, 2.276], [-1.831, -2.498, 3.948], [-1.533, -1.727, 2.351], [-0.632, -1.284, 3.780], [-1.679, -0.411, 5.770], [-3.169, 0.514, 5.667], [-3.017, -2.517, 5.859], [-3.565, -1.426, 7.076], [-5.409, -0.628, 5.568], [-5.535, -2.351, 5.771], [-5.233, -3.868, 3.712], [-3.636, -3.475, 4.147], [-4.160, -3.357, 2.430], [-6.199, -1.678, 2.050], [-6.408, -0.410, 3.250], [-7.071, -2.032, 3.513], [-3.839, -1.505, 1.445], [-2.363, -1.323, -4.752], [-1.017, -2.002, -4.542], [-0.713, -3.105, -5.587], [0.105, -1.107, -4.567], [-2.418, -0.460, -4.086], [-3.176, -2.006, -4.534], [-2.514, -0.960, -5.777], [-1.038, -2.522, -3.575], [0.131, -3.700, -5.240], [-0.483, -2.625, -6.555], [-1.542, -3.800, -5.755], [-0.017, -0.439, -3.867], [-1.737, 5.181, -5.325], [-2.497, 4.654, -4.141], [-2.410, 3.111, -4.097], [-1.782, 5.112, -2.995], [-2.188, 4.726, -6.220], [-0.717, 4.800, -5.237], [-1.694, 6.272, -5.450], [-3.539, 4.983, -4.078], [-3.166, 2.733, -4.796], [-2.702, 2.687, -3.140], [-1.424, 2.724, -4.380], [-2.070, 6.021, -2.862], [-0.317, 4.155, 1.255], [-0.273, 5.117, 2.430], [-0.206, 4.370, 3.776], [0.851, 6.014, 2.350], [0.654, 3.677, 1.115], [-0.628, 4.645, 0.338], [-1.003, 3.336, 1.467], [-1.162, 5.737, 2.488], [-0.088, 5.066, 4.622], [0.585, 3.618, 3.735], [-1.152, 3.867, 3.936], [0.646, 6.676, 3.039], [0.516, 0.491, -0.065], [-0.570, 0.325, -1.102], [-1.901, 0.998, -0.658], [-0.109, 0.764, -2.364], [0.146, 0.240, 0.923], [0.858, 1.548, -0.077], [1.415, -0.129, -0.196], [-0.828, -0.731, -1.247], [-2.331, 0.513, 0.220], [-2.609, 1.089, -1.476], [-1.756, 2.053, -0.376], [0.135, 1.692, -2.287], [1.847, 5.248, -1.628], [1.642, 4.072, -2.550], [2.683, 3.003, -2.423], [0.395, 3.496, -2.226], [1.766, 4.942, -0.595], [1.210, 6.102, -1.818], [2.849, 5.639, -1.836], [1.634, 4.452, -3.581], [2.566, 2.195, -3.159], [2.645, 2.550, -1.435], [3.696, 3.390, -2.564], [-0.370, 4.021, -2.453], [4.567, 1.980, 2.013], [4.015, 2.776, 1.004], [4.074, 4.244, 1.311], [3.442, 4.471, 2.572], [4.385, 2.422, 2.851], [4.580, 2.513, 0.096], [2.958, 2.498, 0.851], [3.620, 4.839, 0.519], [5.105, 4.631, 1.351], [2.518, 4.760, 2.455]], "spin_multiplicity": 1, "smiles": "CC1(C)CCCC(C)(C)N1O.CC1(C)CCCC(C)(C)N1O.CC1(C)CCCC(C)(C)N1O.CC1(C)CCCC(C)(C)N1O.CC1(C)CCCC(C)(C)N1O.CC(C)O.CC(C)O.CC(C)O.CC(C)O.CC(C)O.OCCO", "homo_lumo_gap_ev": 8.51, "homo_ha": -0.301, "charge": 0}



[2]
{"formula": "C62H146N14O14", "method": "wB97M-V/def2-TZVPD", "species": ["C", "O", "N", "N", "H", "H", "H", "H", "C", "O", "N", "N", "H", "H", "H", "H", "C", "O", "N", "N", "H", "H", "H", "H", "C", "O", "N", "N", "H", "H", "H", "H", "C", "O", "H", "H", "H", "H", "C", "O", "H", "H", "H", "H", "C", "O", "H", "H", "H", "H", "C", "O", "H", "H", "H", "H", "C", "C", "C", "C", "C", "C", "N", "O", "C", "C", "C", "H", "H", "H", "H", "H", "H", "H", "H", "H", "H", "H", "H", "H", "H", "H", "H", "H", "H", "H", "C", "C", "C", "C", "C", "C", "N", "O", "C", "C", "C", "H", "H", "H", "H", "H", "H", "H", "H", "H", "H", "H", "H", "H", "H", "H", "H", "H", "H", "H", "C", "C", "C", "C", "C", "C", "N", "O", "C", "C", "C", "H", "H", "H", "H", "H", "H", "H", "H", "H", "H", "H", "H", "H", "H", "H", "H", "H", "H", "H", "C", "C", "C", "C", "C", "C", "N", "O", "C", "C", "C", "H", "H", "H", "H", "H", "H", "H", "H", "H", "H", "H", "H", "H", "H", "H", "H", "H", "H", "H", "C", "C", "C", "C", "C", "C", "N", "O", "C", "C", "C", "H", "H", "H", "H", "H", "H", "H", "H", "H", "H", "H", "H", "H", "H", "H", "H", "H", "H", "H", "C", "C", "C", "C", "C", "C", "N", "O", "C", "C", "C", "H", "H", "H", "H", "H", "H", "H", "H", "H", "H", "H", "H", "H", "H", "H", "H", "H", "H", "H"], "coordinates": [[-2.190, -1.641, 4.531], [-1.071, -1.926, 4.938], [-3.118, -2.546, 4.166], [-2.469, -0.343, 4.418], [-4.066, -2.306, 4.222], [-2.881, -3.524, 3.924], [-3.431, -0.262, 4.194], [-2.083, 0.255, 5.178], [1.979, -2.962, 6.909], [3.016, -3.493, 7.297], [1.261, -2.023, 7.677], [1.371, -3.232, 5.684], [1.622, -1.738, 8.562], [0.742, -1.352, 7.151], [1.992, -3.410, 4.897], [0.572, -2.614, 5.422], [3.355, 4.695, 0.208], [3.962, 4.475, -0.868], [2.756, 3.849, 1.111], [3.359, 5.912, 0.764], [2.781, 2.816, 0.983], [2.849, 4.107, 2.052], [3.678, 6.611, 0.090], [2.557, 6.177, 1.302], [0.953, 1.109, 4.898], [0.410, 1.139, 5.994], [0.637, 0.274, 3.914], [1.978, 2.000, 4.586], [1.130, 0.280, 3.021], [0.184, -0.548, 4.212], [2.386, 2.513, 5.323], [2.692, 1.735, 3.901], [-2.554, 2.965, -5.247], [-1.961, 3.049, -3.956], [-2.582, 4.004, -5.644], [-1.981, 2.307, -5.895], [-3.571, 2.603, -5.103], [-1.034, 3.386, -3.973], [-5.408, -1.248, 1.740], [-5.302, -0.704, 3.060], [-4.452, -1.432, 1.271], [-5.929, -2.199, 1.793], [-5.892, -0.550, 1.088], [-6.031, -0.163, 3.376], [-0.582, -6.111, 3.655], [-1.551, -5.619, 4.518], [-0.311, -5.431, 2.860], [0.356, -6.325, 4.184], [-0.947, -7.042, 3.198], [-1.160, -4.774, 4.817], [1.948, -5.492, 1.219], [2.997, -5.330, 0.249], [1.830, -4.605, 1.810], [1.007, -5.702, 0.683], [2.202, -6.261, 1.923], [3.624, -4.628, 0.528], [-4.830, -0.715, -1.828], [-4.614, 0.087, -3.107], [-5.708, -0.260, -4.165], [-7.102, 0.357, -3.885], [-6.879, 1.862, -3.762], [-5.853, 2.202, -2.659], [-4.568, 1.595, -2.976], [-3.621, 1.940, -1.932], [-5.755, 3.777, -2.682], [-6.473, 1.888, -1.299], [-3.291, -0.364, -3.656], [-4.287, -0.313, -0.978], [-4.399, -1.704, -1.942], [-5.869, -0.751, -1.488], [-5.368, 0.076, -5.112], [-5.761, -1.356, -4.108], [-7.464, -0.029, -2.931], [-7.801, 0.085, -4.679], [-7.805, 2.356, -3.415], [-6.584, 2.205, -4.747], [-4.964, 4.013, -1.995], [-5.470, 4.119, -3.660], [-6.720, 4.221, -2.381], [-7.010, 0.906, -1.270], [-5.704, 1.783, -0.477], [-7.181, 2.627, -1.151], [-2.975, 0.270, -4.505], [-3.360, -1.385, -4.026], [-2.450, -0.354, -2.930], [-2.851, 2.243, -2.415], [-3.649, 2.738, 2.286], [-3.395, 4.039, 3.031], [-2.315, 4.857, 2.292], [-2.794, 5.294, 0.915], [-4.085, 6.122, 0.990], [-5.194, 5.502, 1.948], [-4.581, 4.899, 3.098], [-5.592, 4.102, 3.732], [-6.214, 6.574, 2.413], [-5.991, 4.565, 1.064], [-3.057, 3.746, 4.458], [-3.934, 2.773, 1.263], [-4.411, 2.152, 2.783], [-2.846, 2.074, 2.375], [-2.012, 5.794, 2.815], [-1.341, 4.303, 2.321], [-2.970, 4.482, 0.216], [-2.038, 5.948, 0.376], [-4.580, 6.272, 0.033], [-3.890, 7.084, 1.476], [-7.189, 6.190, 2.617], [-5.756, 7.186, 3.249], [-6.389, 7.320, 1.607], [-6.604, 3.896, 1.615], [-6.637, 5.215, 0.427], [-5.436, 3.935, 0.352], [-2.783, 4.665, 5.018], [-2.230, 3.044, 4.511], [-3.871, 3.390, 5.038], [-5.950, 4.712, 4.410], [0.023, -4.581, -2.538], [-0.123, -5.501, -3.792], [-1.644, -5.730, -3.993], [-2.544, -4.651, -4.670], [-1.810, -4.271, -5.905], [-0.374, -3.896, -5.702], [0.281, -5.040, -5.053], [1.735, -4.630, -4.852], [0.323, -3.659, -7.109], [-0.208, -2.524, -5.007], [0.674, -6.818, -3.675], [1.080, -4.372, -2.250], [-0.427, -5.157, -1.754], [-0.428, -3.619, -2.668], [-1.773, -6.633, -4.671], [-1.963, -6.060, -2.998], [-2.665, -3.716, -4.085], [-3.546, -4.994, -4.922], [-2.300, -3.408, -6.377], [-1.898, -5.063, -6.650], [0.171, -4.530, -7.771], [-0.148, -2.827, -7.657], [1.357, -3.402, -7.024], [-0.826, -1.839, -5.614], [-0.566, -2.437, -3.978], [0.820, -2.229, -5.043], [1.738, -6.616, -3.563], [0.604, -7.466, -4.501], [0.295, -7.328, -2.811], [2.198, -4.956, -5.599], [3.239, 3.333, -4.512], [2.902, 1.836, -4.264], [3.290, 0.957, -5.418], [4.828, 0.750, -5.580], [5.418, 0.230, -4.213], [4.982, 0.950, -2.947], [3.504, 1.088, -3.022], [2.996, 1.732, -1.879], [5.193, 0.187, -1.617], [5.674, 2.351, -2.704], [1.404, 1.753, -4.085], [4.197, 3.357, -5.040], [3.341, 3.945, -3.642], [2.511, 3.741, -5.179], [2.744, -0.003, -5.269], [2.909, 1.369, -6.346], [5.285, 1.663, -5.900], [5.193, 0.091, -6.393], [6.482, 0.166, -4.316], [4.996, -0.797, -4.183], [4.444, -0.575, -1.382], [6.200, -0.182, -1.452], [5.082, 0.898, -0.733], [5.078, 3.038, -2.014], [6.634, 2.116, -2.231], [5.843, 2.953, -3.601], [1.041, 0.747, -3.929], [0.881, 2.039, -5.039], [1.052, 2.395, -3.254], [3.476, 2.544, -1.644], [-0.379, 1.285, -0.976], [-0.309, 0.831, 0.508], [-1.456, -0.106, 0.968], [-1.383, -1.554, 0.432], [-0.009, -2.003, 0.989], [1.206, -1.153, 0.467], [0.969, 0.128, 0.941], [2.128, 0.893, 0.506], [2.468, -1.707, 1.201], [1.400, -1.350, -1.096], [-0.221, 2.193, 1.202], [-0.679, 0.494, -1.659], [0.650, 1.617, -1.268], [-1.055, 2.105, -0.995], [-1.361, -0.141, 2.073], [-2.385, 0.311, 0.646], [-1.626, -1.627, -0.675], [-2.116, -2.173, 0.910], [0.246, -2.986, 0.506], [-0.057, -2.073, 2.131], [2.472, -1.586, 2.279], [2.582, -2.729, 0.921], [3.374, -1.274, 0.784], [1.911, -0.503, -1.580], [2.033, -2.290, -1.168], [0.452, -1.517, -1.607], [0.455, 2.872, 0.779], [0.025, 2.113, 2.275], [-1.190, 2.709, 1.168], [1.915, 1.133, -0.416], [5.404, 1.341, 3.042], [5.963, 0.216, 3.865], [4.851, -0.024, 4.939], [5.044, -1.288, 5.704], [5.130, -2.460, 4.713], [6.207, -2.295, 3.636], [5.944, -0.943, 2.973], [7.078, -0.735, 2.079], [7.614, -2.581, 4.261], [5.903, -3.302, 2.510], [7.321, 0.663, 4.515], [4.649, 0.992, 2.322], [6.188, 1.847, 2.504], [5.003, 2.050, 3.765], [4.856, 0.767, 5.685], [3.850, 0.053, 4.510], [4.275, -1.504, 6.450], [5.940, -1.225, 6.272], [4.129, -2.634, 4.249], [5.370, -3.413, 5.211], [8.354, -1.935, 3.771], [7.803, -2.438, 5.331], [7.935, -3.618, 4.049], [6.708, -3.434, 1.817], [5.859, -4.358, 2.817], [4.962, -3.114, 1.984], [8.210, 0.436, 3.914], [7.433, 0.142, 5.451], [7.229, 1.728, 4.812], [6.677, -0.548, 1.241]], "spin_multiplicity": 1, "homo_lumo_gap_ev": 8.88, "homo_ha": -0.317, "charge": 0}